C16H16F3N2O6S3 | ωB97M-V/def2-TZVPD

Calculated values
Lowest unoccupied orbital energy: 1.739 eV
Multiplicity: 1
Net charge: -1
ΔE to the lowest compared entry with this formula, charge and spin: 19.72 kcal per mole
Orbital gap: 4.822 eV

Structure (XYZ):
```
46
Properties=species:S:1:pos:R:3:forces:R:3:lowdin_charge:R:1
C 4.6867 -1.8763 -1.5270 1.068 -0.061 0.967 -0.11
C 3.3728 -1.9558 -2.1289 -0.883 1.610 -1.847 -0.39
C 2.5142 -3.1246 -2.0746 -0.768 -1.099 0.558 -0.09
N 3.1917 -1.0791 -3.1621 0.519 -1.279 1.731 -0.45
O 2.1391 -1.0798 -3.8630 -0.316 -0.057 -0.357 -0.12
O 4.1452 -0.2943 -3.3781 0.112 1.070 -0.773 -0.10
H 4.7863 -2.6546 -0.7669 0.082 -0.029 0.093 0.06
H 5.4809 -2.0106 -2.2765 0.114 0.144 0.144 0.08
H 4.8339 -0.9018 -1.0361 0.273 -0.217 -0.179 0.07
H 2.9871 -3.8975 -1.4475 -0.032 -0.015 -0.447 0.08
H 1.5782 -2.9184 -1.5569 0.418 -0.383 -0.224 0.01
H 2.2220 -3.5131 -3.0670 0.249 -0.007 0.227 0.09
F 1.8533 1.2925 -1.6151 -0.901 0.008 1.501 0.08
C 1.0588 1.2444 -0.4981 0.122 -0.431 -1.658 -0.78
F 1.2846 2.3543 0.2245 -0.091 -0.763 -0.181 0.10
F -0.2349 1.2755 -0.8970 0.686 0.403 0.233 0.08
S 1.4055 -0.3787 0.3161 -0.404 1.380 1.828 1.09
N 0.0449 -0.3420 1.4718 -0.263 0.535 0.244 -0.58
S -0.1490 0.6308 3.0503 1.654 -1.613 -0.931 0.75
C -1.3664 1.9928 3.0680 -0.619 -0.415 -0.415 -0.24
C -0.8672 3.1978 3.5380 0.366 0.456 0.181 -0.07
C -1.6985 4.3137 3.6580 -0.344 -0.312 -0.293 -0.07
C -3.0510 4.2064 3.3094 0.270 -0.125 0.258 -0.08
C -3.5765 2.9632 2.9255 0.290 0.272 -0.054 -0.07
C -2.7284 1.8630 2.7595 0.062 -0.262 0.068 -0.04
O -0.4987 -0.3966 4.0131 0.179 1.590 -0.862 -0.29
O 1.1197 1.3188 3.0277 -0.714 -0.466 0.582 -0.33
S -1.0797 -1.5941 1.2156 -0.365 1.089 -0.689 0.62
C -1.3743 -1.3586 -0.5404 -0.523 -0.784 -0.015 -0.32
C -2.5456 -0.7157 -0.9241 -0.078 0.303 -0.174 -0.07
C -2.7711 -0.4752 -2.2865 0.547 -0.136 0.314 -0.08
C -1.8113 -0.8538 -3.2395 -0.021 -0.150 0.287 -0.06
C -0.6620 -1.5471 -2.8393 -0.485 0.067 0.078 -0.03
C -0.4933 -1.8377 -1.4887 -0.126 -0.201 -0.016 -0.12
O -0.5029 -2.8582 1.5887 -0.306 0.686 -0.571 -0.27
O -2.2948 -1.1107 1.8278 0.181 -0.468 0.561 -0.34
H 0.1788 3.2833 3.8179 -0.181 -0.082 -0.158 0.11
H -1.2717 5.2544 4.0141 -0.216 -0.305 -0.175 0.11
H -3.6912 5.0944 3.3538 0.176 -0.440 0.081 0.10
H -4.6562 2.8762 2.7641 0.509 -0.089 -0.168 0.11
H -3.1035 0.9068 2.3897 0.088 0.280 0.238 0.10
H -3.2450 -0.3957 -0.1530 0.103 -0.040 -0.344 0.10
H -3.6780 0.0416 -2.5720 0.015 -0.032 -0.116 0.09
H -1.9579 -0.6463 -4.3053 -0.006 0.017 0.478 0.11
H 0.1072 -1.8366 -3.5503 -0.075 0.048 0.147 0.09
H 0.3184 -2.4573 -1.1397 -0.365 0.306 -0.155 0.05
```
Positions in Å, forces in eV/Å.

C16H16F6MnN2O3 | ωB97M-V/def2-TZVPD

Calculated values
Lowest unoccupied orbital energy (spin up / spin down): 0.079 / 0.045 eV
Multiplicity: 2
Net charge: 0
ΔE to the lowest compared entry with this formula, charge and spin: 0.00 kcal per mole
Orbital gap (spin up / spin down): 8.565 / 8.192 eV

Structure (XYZ):
```
44
Properties=species:S:1:pos:R:3:forces:R:3:lowdin_charge:R:1
Mn 0.1518 -0.4398 0.4323 -0.260 -0.047 -0.360 0.64
C -1.3952 -1.3664 1.5207 -0.099 0.079 -0.002 -0.16
C -0.3761 -0.9517 2.4153 0.049 0.064 0.101 -0.17
C 0.8120 -1.6566 2.0790 0.049 0.031 0.069 -0.15
C 0.5165 -2.5025 0.9917 -0.044 -0.136 -0.026 -0.17
C -0.8386 -2.3243 0.6313 0.052 -0.093 0.082 -0.17
H -2.4088 -0.9983 1.5041 -0.014 -0.044 -0.007 0.11
H -0.4793 -0.2330 3.2128 0.009 -0.011 -0.013 0.11
H 1.7733 -1.5596 2.5572 -0.012 0.009 0.023 0.11
H 1.2307 -3.1254 0.4743 -0.009 -0.013 0.010 0.11
H -1.3571 -2.8178 -0.1757 0.008 -0.014 0.004 0.11
C -1.8858 2.4547 1.2757 0.033 -0.033 -0.028 0.03
C -0.5812 2.5037 0.4732 -0.225 -0.049 0.153 -0.45
O -0.2536 1.3183 -0.1075 0.481 0.112 0.134 -0.20
C -0.7223 3.5328 -0.6687 -0.074 0.106 0.020 -0.55
F 0.3188 3.5004 -1.5214 -0.033 0.011 -0.015 0.14
F -1.8205 3.2820 -1.3935 -0.002 -0.029 -0.008 0.16
F -0.8240 4.7948 -0.2144 0.017 -0.013 -0.004 0.16
C 0.5621 2.9568 1.4242 0.009 -0.028 -0.040 -0.55
F 0.9257 1.9356 2.2197 -0.018 0.084 0.051 0.14
F 0.2135 3.9743 2.2233 0.020 0.006 -0.031 0.16
F 1.6740 3.3366 0.7601 -0.026 -0.043 0.009 0.14
H -2.6625 2.0483 0.6316 0.005 -0.009 0.000 0.10
H -2.1927 3.4311 1.6464 0.016 0.012 -0.013 0.10
H -1.7452 1.7807 2.1203 -0.005 0.002 0.006 0.09
O 3.4873 5.3150 -1.3903 0.046 0.006 -0.007 -0.03
C 4.1129 4.4001 -2.2605 -0.061 -0.014 0.034 -0.24
N 3.3790 3.1681 -2.0841 0.040 -0.023 -0.008 0.10
C 3.7516 2.0611 -2.7549 0.059 -0.023 0.057 -0.45
O 4.7144 2.0364 -3.5052 -0.015 0.023 -0.036 0.07
C 2.9161 0.8345 -2.5330 0.015 -0.013 -0.077 -0.09
C 2.8671 -0.1330 -3.5283 0.000 0.010 0.005 0.02
C 2.0651 -1.2437 -3.3420 -0.038 0.007 0.071 -0.03
C 1.3458 -1.3541 -2.1619 0.141 -0.023 -0.062 -0.09
N 1.4149 -0.4427 -1.1906 -0.091 0.027 -0.028 0.00
C 2.1908 0.6293 -1.3764 -0.048 0.098 0.009 -0.04
H 3.8911 6.1796 -1.5039 -0.012 0.000 -0.006 0.09
H 5.1629 4.2347 -2.0047 0.007 -0.011 0.003 0.13
H 4.0576 4.7253 -3.3048 -0.008 0.013 -0.003 0.13
H 2.5009 3.2301 -1.5890 0.027 0.023 -0.038 0.11
H 3.4528 0.0118 -4.4264 0.000 -0.007 -0.007 0.13
H 1.9793 -2.0121 -4.0967 0.006 -0.001 -0.004 0.11
H 0.6915 -2.1961 -1.9786 -0.001 -0.002 -0.001 0.11
H 2.2066 1.3467 -0.5674 0.007 -0.044 -0.017 0.11
```
Positions in Å, forces in eV/Å.

C16H16N2 | ωB97M-V/def2-TZVPD

Calculated values
Lowest unoccupied orbital energy: 0.587 eV
SMILES: Cc1ccc(C(NC#N)c2ccc(C)cc2)cc1
Multiplicity: 1
Net charge: 0
ΔE to the lowest compared entry with this formula, charge and spin: 44.99 kcal per mole
Orbital gap: 9.537 eV

Structure (XYZ):
```
34
Properties=species:S:1:pos:R:3:forces:R:3:lowdin_charge:R:1
C -5.4438 -0.9828 0.4730 -0.444 -0.159 0.030 -0.06
C -4.0325 -0.5367 0.4409 0.661 0.573 -0.089 -0.30
C -3.7486 0.8261 0.3802 0.244 0.261 0.124 -0.05
C -2.4437 1.2847 0.2592 0.340 0.105 -0.735 -0.04
C -1.3736 0.3952 0.0753 0.135 -0.594 -0.177 -0.13
C -0.0598 1.0299 -0.4851 0.236 1.016 3.596 -0.23
C 1.2639 0.3990 0.0215 -0.224 -0.810 -0.134 -0.15
C 2.3216 1.2856 0.2566 -0.319 0.163 -0.557 -0.04
C 3.6260 0.8272 0.3841 -0.297 0.294 0.110 -0.04
C 3.9111 -0.5348 0.4206 -0.569 0.543 -0.014 -0.29
C 5.3255 -0.9760 0.4890 0.419 -0.162 0.039 -0.06
C 2.8414 -1.4247 0.3992 -0.229 0.142 0.050 -0.04
C 1.5212 -0.9844 0.2346 0.376 0.434 -0.819 -0.02
C -1.6306 -0.9740 0.4018 -0.232 0.448 -0.917 -0.01
C -2.9579 -1.4198 0.4943 0.232 0.295 0.197 -0.04
H -5.4998 -2.0639 0.4834 -0.161 -0.228 0.000 0.07
H -5.9539 -0.5984 1.3540 -0.042 -0.040 0.139 0.09
H -5.9972 -0.6083 -0.3870 -0.002 -0.048 -0.114 0.09
H -4.5557 1.5542 0.3777 0.025 -0.119 0.165 0.12
H -2.2126 2.3633 0.2221 -0.355 -0.584 -0.175 0.12
H -0.0668 2.0336 0.0036 0.139 -0.753 0.464 0.13
H 2.0859 2.3634 0.2564 0.375 -0.564 -0.158 0.12
H 4.4302 1.5573 0.4097 -0.020 -0.121 0.160 0.12
H 5.3837 -2.0581 0.5181 0.162 -0.174 0.009 0.07
H 5.8919 -0.6154 -0.3706 -0.029 -0.064 -0.074 0.09
H 5.8210 -0.5727 1.3718 0.006 -0.058 0.095 0.08
H 3.0602 -2.4908 0.4595 -0.194 0.177 0.076 0.11
H 0.7551 -1.7622 0.1758 0.536 0.588 -0.200 0.08
H -0.8583 -1.7397 0.5247 -0.513 0.620 -0.354 0.08
H -3.1739 -2.4847 0.5734 0.208 0.171 0.182 0.11
N -0.1030 1.4974 -1.8608 -0.697 -0.949 -1.812 0.04
C 0.9466 1.9383 -2.5613 2.058 0.252 -1.917 -0.32
N 1.7946 2.2617 -3.3208 -2.125 -0.572 2.230 0.13
H -0.8682 1.2103 -2.4746 0.300 -0.085 0.580 0.16
```
Positions in Å, forces in eV/Å.

C16H16N2O3STl | ωB97M-V/def2-TZVPD

Calculated values
Lowest unoccupied orbital energy: 2.582 eV
Multiplicity: 1
Net charge: -1
Orbital gap: 6.611 eV

Structure (XYZ):
```
39
Properties=species:S:1:pos:R:3:forces:R:3:lowdin_charge:R:1
Tl -0.4154 -1.2190 1.7024 0.034 0.124 0.162 0.82
O 2.7403 3.1101 0.0738 0.107 0.025 0.016 0.02
C 3.6480 2.1408 -0.1045 -0.043 0.040 -0.048 -0.29
C 4.9891 2.4993 -0.2332 0.070 0.121 0.022 -0.04
C 5.9629 1.5410 -0.4336 0.005 0.091 -0.034 -0.12
C 5.6174 0.2013 -0.5224 0.158 -0.198 -0.069 -0.12
C 4.2929 -0.1641 -0.3807 0.013 -0.016 0.065 -0.04
C 3.2989 0.7793 -0.1578 0.062 0.024 0.067 -0.08
C 1.9077 0.3055 0.0857 -0.227 -0.401 -0.003 -0.51
O 1.6993 -0.9264 0.2605 -0.127 0.023 0.047 -0.20
N 1.0117 1.2747 0.0915 -0.112 0.550 0.017 0.00
N -0.2918 0.8976 0.3506 -0.227 0.048 -0.251 -0.07
C -1.1760 1.7467 -0.0468 0.852 -0.207 0.012 -0.09
C -2.5995 1.5961 -0.0183 -0.614 -0.169 0.150 -0.16
C -3.3582 2.6612 -0.5244 0.047 -0.016 -0.029 -0.08
C -4.7285 2.6137 -0.6360 -0.094 0.372 -0.120 -0.14
C -5.3895 1.4513 -0.2440 0.000 -0.072 -0.038 -0.13
C -4.6850 0.3898 0.2599 -0.210 -0.084 0.038 -0.04
C -3.2719 0.4094 0.4290 -0.028 0.101 -0.016 -0.40
O -2.6933 -0.6008 0.9547 0.218 -0.177 0.025 -0.28
H 1.8456 2.6222 0.1049 0.044 0.008 -0.022 0.06
H 5.2368 3.5486 -0.1632 0.043 0.092 -0.013 0.10
H 6.9986 1.8390 -0.5276 0.069 0.053 -0.006 0.09
H 6.3765 -0.5522 -0.6926 0.005 0.005 0.003 0.09
H 3.9961 -1.2022 -0.4207 -0.067 -0.047 0.028 0.11
H -0.8121 2.6670 -0.5215 0.050 -0.111 0.069 0.12
H -2.8370 3.5524 -0.8572 0.087 0.017 0.017 0.10
H -5.2802 3.4614 -1.0256 0.035 -0.037 -0.010 0.08
H -6.4648 1.3822 -0.3546 -0.071 -0.016 0.047 0.09
H -5.2017 -0.5108 0.5678 0.036 -0.062 0.033 0.10
C -2.4603 -3.6577 0.3476 0.377 -0.009 -0.459 -0.42
S -0.8539 -3.3335 -0.4457 -0.074 -0.381 0.262 0.67
C 0.1443 -4.6737 0.2940 -0.374 0.439 -0.367 -0.40
H -2.3155 -3.8707 1.4034 -0.007 -0.003 0.105 0.03
H -2.9622 -4.4825 -0.1526 -0.078 -0.068 0.074 0.03
H -3.0206 -2.7305 0.2480 -0.085 0.012 0.071 0.01
H -0.1862 -5.6395 -0.0831 0.037 -0.050 0.031 0.03
H 0.0651 -4.6407 1.3776 0.031 0.021 0.094 0.02
H 1.1718 -4.4851 -0.0059 0.059 -0.040 0.030 0.03
```
Positions in Å, forces in eV/Å.

Sequential strongest force on any atom output: 2.60; 0.51; 3.74; 0.88 eV Å⁻¹